No. 1
A cluster of 5 separate species, C15H36F6N4O3P in total in a non-equilibrium geometry, computed with ωB97M-V with the def2-TZVPD basis set.

The calculation puts the HOMO-LUMO gap (spin up / spin down) at 6.86 / 1.85 eV. As for the spin multiplicity: 2. As for the energy: -53833.780 eV. The expectation value of S² is 0.776. The calculation puts the highest occupied orbital energy (spin up / spin down) at -7.935 / -7.934 eV.

CARTESIAN COORDINATES (ANGSTROEM)
P 1.359 0.691 -0.470
F 2.307 -0.336 0.370
F 1.909 2.010 0.352
F 2.330 0.924 -1.686
F 0.340 1.660 -1.333
F 0.863 -0.590 -1.283
F 0.202 0.407 0.706
C -6.027 -0.962 1.467
C -6.280 0.435 1.935
N -5.093 0.967 2.769
C -3.931 0.946 1.928
C -2.816 1.830 2.647
C -4.847 0.132 3.985
C -5.005 1.109 5.073
H -5.479 -0.760 0.546
H -6.943 -1.552 1.501
H -5.352 -1.533 2.104
H -6.667 1.064 1.134
H -7.166 0.427 2.570
H -3.739 -0.111 1.748
H -4.044 1.480 0.985
H -2.655 1.563 3.692
H -1.852 1.953 2.154
H -3.136 2.872 2.649
H -3.815 -0.203 4.088
H -5.537 -0.712 4.004
H -4.873 0.720 6.083
H -6.076 1.287 5.173
H -4.460 2.036 4.894
C 1.486 -2.507 2.817
O 1.642 -3.711 2.658
N 2.037 -1.636 3.745
C 3.045 -2.103 4.769
C 1.957 -0.202 3.828
H 0.954 -1.927 2.047
H 3.439 -3.119 4.752
H 2.815 -1.705 5.757
H 3.963 -1.636 4.412
H 0.876 -0.096 3.920
H 2.575 0.289 4.579
H 2.284 0.301 2.918
C 1.121 0.351 -5.038
O 1.369 -0.817 -5.399
N 0.987 1.390 -5.839
C 0.253 2.617 -5.359
C 1.067 1.148 -7.237
H 0.873 0.598 -3.994
H 0.511 3.524 -5.904
H 0.564 2.769 -4.326
H -0.833 2.705 -5.329
H 1.699 1.922 -7.670
H 1.429 0.184 -7.596
H 0.095 1.355 -7.685
C 3.490 -1.824 -2.644
O 2.744 -2.558 -3.388
N 4.756 -1.392 -2.936
C 5.563 -1.964 -4.036
C 5.639 -0.668 -2.019
H 3.260 -1.243 -1.738
H 6.364 -1.248 -4.219
H 5.022 -2.281 -4.927
H 6.060 -2.800 -3.544
H 5.084 0.146 -1.554
H 5.732 -1.354 -1.177
H 6.565 -0.264 -2.427

Cartesian forces (eV/Å) of the 2 atoms listed first:
P -2.602 0.711 -0.837
F 1.123 0.587 0.461

Atomic partial charges in e from the Mulliken method, atoms 1 to 4:
1. P 1.388
2. F -0.362
3. F -0.455
4. F -0.340



No. 2
A structure of composition C15H36N2O6P2 in a non-equilibrium geometry, computed with ωB97M-V with the def2-TZVPD basis set.

The calculation puts the HOMO-LUMO gap at 8.82 eV. The calculation puts the energy above the lowest of the compared OMol25 structures with the same formula, charge and spin at 1964.0 kJ/mol. As for the energy: -49967.124 eV. The calculation puts the highest occupied orbital energy at -8.155 eV.

CARTESIAN COORDINATES (ANGSTROEM)
C -5.335 -3.038 -0.685
C -4.537 -1.700 -0.617
C -3.051 -1.761 -0.305
C -2.467 -0.518 -0.171
N -1.117 -0.683 0.158
C -0.340 -1.352 -0.505
P 1.428 -1.148 -0.078
O 2.114 -0.218 0.723
O 2.178 -0.875 -1.769
C 3.110 0.143 -2.035
C 4.430 0.192 -1.494
H 4.373 0.046 -0.529
H 5.137 0.640 -1.944
H 4.926 -0.849 -1.859
H 3.045 0.209 -3.248
H 2.576 1.077 -1.500
O 1.796 -2.772 0.091
C 3.008 -3.082 0.543
C 3.017 -4.206 1.199
H 2.413 -5.035 0.772
H 3.848 -4.661 1.486
H 2.178 -4.047 2.297
H 3.672 -3.075 -0.363
H 3.433 -2.189 1.248
H -0.438 -2.180 -0.716
H -0.374 -0.935 -1.597
C -0.973 -0.995 1.715
H -0.004 -1.183 1.825
C -0.992 0.489 2.575
N 0.153 1.330 1.978
P 0.001 1.982 0.272
O 0.558 1.168 -0.980
O 0.674 3.393 0.441
C 1.956 3.471 -0.001
C 2.954 2.937 0.992
H 4.037 3.488 0.730
H 2.819 3.369 1.823
H 2.899 1.940 1.244
H 2.119 3.234 -0.966
H 1.955 4.818 0.076
O -1.471 2.187 0.371
C -2.126 2.965 -0.748
C -2.202 4.355 -0.777
H -2.512 4.711 -1.700
H -2.905 4.681 -0.075
H -0.978 4.748 -0.562
H -2.884 2.352 -1.179
H -1.158 2.508 -1.760
H 1.054 1.009 1.880
H -0.829 0.436 3.573
H -1.831 1.109 2.314
H -1.773 -1.386 2.063
H -2.348 0.074 -1.217
H -3.020 0.053 0.653
H -2.610 -2.500 -0.950
H -3.071 -2.315 0.865
H -4.813 -1.183 -1.609
H -5.261 -1.113 0.233
H -5.286 -3.517 0.172
H -6.291 -2.913 -0.716
H -4.861 -3.686 -1.656

Cartesian forces (eV/Å) of the 2 atoms listed first:
C 7.481 0.362 -5.594
C -4.336 1.116 0.330

Atomic partial charges in e from the Mulliken method, atoms 1 to 4:
1. C -1.576
2. C -0.385
3. C 0.304
4. C -1.218



No. 3
A cluster of 4 separate species, C15H37Br2FO12P4 in total in a non-equilibrium geometry, computed with ωB97M-V with the def2-TZVPD basis set.

As for the SMILES: CC[C@H](F)P/C(Br)=C(/C)Br.COP(=O)(OC)OC.COP(=O)(OC)OC.COP(=O)(OC)OC. The calculation puts the HOMO-LUMO gap at 6.35 eV. As for the energy: -220673.316 eV. The calculation puts the highest occupied orbital energy at -8.688 eV.

CARTESIAN COORDINATES (ANGSTROEM)
C -2.968 -1.127 1.082
C -3.175 0.226 1.921
C -1.981 1.255 1.652
F -1.084 1.132 2.767
P -2.790 2.984 1.584
C -1.292 4.171 1.660
Br -0.885 5.260 3.285
C -0.439 4.281 0.531
C 0.836 5.240 0.613
Br -0.797 3.246 -1.131
H -3.466 -1.959 1.671
H -3.434 -0.996 0.057
H -1.871 -1.331 0.905
H -3.196 0.056 3.034
H -4.115 0.722 1.529
H -1.369 1.020 0.739
H -3.417 3.090 0.303
H 1.324 4.992 1.609
H 0.539 6.324 0.630
H 1.566 4.970 -0.198
C 0.814 -0.494 0.680
O 1.280 -1.751 0.178
P 2.572 -1.610 -0.951
O 1.634 -1.753 -2.147
O 3.192 -3.068 -0.504
C 2.733 -3.801 0.621
O 3.974 -1.319 -1.885
C 4.206 -2.161 -3.008
H -0.018 -0.676 1.356
H 1.615 0.003 1.228
H 0.473 0.144 -0.140
H 1.753 -4.235 0.414
H 2.696 -3.177 1.514
H 3.436 -4.616 0.805
H 3.486 -1.958 -3.800
H 4.170 -3.215 -2.729
H 5.204 -1.939 -3.391
C -4.758 5.193 8.848
O -4.424 3.851 8.479
P -3.351 3.748 7.136
O -4.490 3.478 6.158
O -2.701 2.342 7.696
C -2.972 1.813 8.985
O -2.130 3.817 5.941
C -2.127 2.802 4.941
H -5.465 5.160 9.677
H -3.862 5.729 9.165
H -5.221 5.712 8.003
H -3.985 1.408 9.020
H -2.832 2.567 9.761
H -2.271 0.998 9.172
H -2.970 2.925 4.267
H -2.143 1.806 5.386
H -1.212 2.905 4.365
C 5.249 -4.298 -8.981
O 3.965 -4.647 -8.454
P 2.960 -3.288 -8.120
O 3.309 -3.308 -6.636
O 1.602 -4.168 -8.425
C 1.623 -5.468 -8.993
O 1.993 -1.881 -8.033
C 1.052 -1.793 -6.970
H 5.825 -5.212 -9.126
H 5.136 -3.794 -9.942
H 5.781 -3.648 -8.281
H 1.979 -6.194 -8.260
H 2.238 -5.499 -9.893
H 0.601 -5.735 -9.270
H 1.558 -1.655 -6.015
H 0.411 -2.676 -6.931
H 0.425 -0.919 -7.154

Cartesian forces (eV/Å) of the 2 atoms listed first:
C -0.203 0.650 0.474
C 0.952 0.171 -1.443

Atomic partial charges in e from the Mulliken method, atoms 1 to 4:
1. C -0.788
2. C -0.560
3. C 0.476
4. F -0.352



No. 4
A structure of composition C15H37Br2O7P2S, computed with ωB97M-V with the def2-TZVPD basis set.

The calculation puts the HOMO-LUMO gap at 6.76 eV. The calculation puts the energy above the lowest of the compared OMol25 structures with the same formula, charge and spin at 0.0 kJ/mol. Its total charge is +1. As for the energy: -199974.104 eV. The calculation puts the highest occupied orbital energy at -10.813 eV.

CARTESIAN COORDINATES (ANGSTROEM)
C -1.915 2.282 -3.214
C -0.487 1.851 -3.039
Br -0.225 0.402 -1.915
C 0.569 2.426 -3.643
Br 2.353 1.831 -3.536
P 0.563 3.721 -4.811
O -0.793 4.538 -4.814
P 0.859 2.831 -6.831
S -0.531 1.566 -7.202
H -2.263 2.008 -4.212
H -2.026 3.353 -3.067
H -2.543 1.777 -2.485
H 1.613 4.600 -4.509
H -0.721 5.451 -5.135
H 2.188 2.389 -6.739
H 0.929 4.003 -7.608
C -1.182 0.541 1.602
O -2.238 0.186 0.727
C -2.323 -1.212 0.487
C -3.370 -1.889 1.342
O -3.049 -1.825 2.720
C -3.755 -0.823 3.429
H -1.347 1.572 1.912
H -1.160 -0.095 2.489
H -0.211 0.478 1.097
H -1.351 -1.686 0.653
H -2.588 -1.352 -0.567
H -3.410 -2.945 1.059
H -4.354 -1.447 1.152
H -4.801 -1.111 3.572
H -3.717 0.140 2.914
H -3.283 -0.723 4.405
C 0.900 3.277 2.623
O 1.924 2.371 2.255
C 2.915 2.938 1.417
C 4.143 3.380 2.185
O 3.855 4.433 3.083
C 3.717 4.017 4.432
H 0.333 2.815 3.430
H 1.304 4.229 2.972
H 0.225 3.459 1.778
H 2.503 3.789 0.862
H 3.210 2.171 0.693
H 4.887 3.747 1.471
H 4.578 2.526 2.715
H 4.692 3.769 4.863
H 3.055 3.153 4.522
H 3.292 4.852 4.986
C -0.552 -4.262 1.417
O -0.996 -4.332 0.071
C 0.058 -4.329 -0.876
C 0.403 -5.721 -1.363
O 0.920 -6.532 -0.328
C -0.026 -7.433 0.224
H -1.396 -4.516 2.056
H 0.266 -4.956 1.616
H -0.225 -3.246 1.664
H 0.950 -3.854 -0.453
H -0.273 -3.731 -1.733
H 1.174 -5.639 -2.135
H -0.479 -6.186 -1.815
H -0.230 -8.255 -0.470
H -0.964 -6.931 0.471
H 0.410 -7.842 1.134

Cartesian forces (eV/Å) of the 2 atoms listed first:
C -0.033 -0.077 0.176
C -0.046 0.143 -0.127

Atomic partial charges in e from the Mulliken method, atoms 1 to 4:
1. C -1.247
2. C 0.664
3. Br -0.024
4. C -0.022



Look up the energy of the first one. -53833.780 eV



energy of number 3 (C15H37Br2FO12P4)? -220673.316 eV